1.
Entry from the OMol25 dataset: a molecular structure, C47H54N5O3PS3Si3Sn (ωB97M-V with the def2-TZVPD basis set).

Results
Net charge = -2
Orbital gap = 5.57 eV
2S+1 = 1
DFT total energy = -4941.77854 hartree
LUMO level = 3.58 eV

CARTESIAN COORDINATES (ANGSTROEM)
Sn -0.270 -0.098 -0.062
O -0.548 0.393 2.326
N -1.558 0.985 2.930
C -1.674 0.774 4.262
C -2.676 1.326 5.009
C -3.615 2.134 4.358
C -3.496 2.341 3.008
C -2.452 1.772 2.237
S -2.288 2.035 0.568
H -0.910 0.127 4.664
H -2.727 1.119 6.069
H -4.430 2.587 4.910
H -4.207 2.950 2.466
C 3.229 0.940 -2.636
Si 1.907 -0.141 -3.442
C 2.315 -1.928 -2.980
C 2.316 -0.081 -5.295
C 0.214 0.362 -2.993
Si -1.144 -0.597 -3.772
C -0.863 -2.451 -3.674
C -1.348 -0.236 -5.626
C -2.839 -0.214 -3.051
Si 0.008 2.137 -3.033
C -1.713 2.889 -3.011
C 0.877 3.070 -4.438
C 0.808 2.876 -1.456
C 1.249 4.201 -1.358
C 1.794 4.669 -0.176
C 1.910 3.805 0.904
C 1.449 2.511 0.758
N 0.901 2.068 -0.383
H 4.229 0.549 -2.867
H 3.104 0.940 -1.547
H 3.183 1.980 -2.979
H 3.376 -2.031 -2.724
H 2.094 -2.602 -3.814
H 1.727 -2.272 -2.124
H 3.369 -0.349 -5.460
H 2.142 0.913 -5.724
H 1.697 -0.796 -5.848
H -0.165 -2.804 -4.445
H -1.822 -2.967 -3.803
H -0.472 -2.745 -2.696
H -0.435 -0.446 -6.191
H -1.605 0.821 -5.786
H -2.160 -0.849 -6.041
H -2.781 0.108 -2.007
H -3.464 -1.114 -3.065
H -3.352 0.568 -3.623
H -2.295 2.625 -3.900
H -1.624 3.981 -2.966
H -2.277 2.558 -2.135
H 0.547 2.675 -5.406
H 1.963 2.942 -4.384
H 0.656 4.145 -4.421
H 1.172 4.850 -2.223
H 2.129 5.698 -0.094
H 2.334 4.128 1.845
H 1.497 1.797 1.573
C 0.872 -7.208 6.524
O 1.633 -6.030 6.342
C 2.475 -6.006 5.268
C 3.034 -4.769 4.947
C 3.889 -4.651 3.871
C 4.204 -5.764 3.083
C 3.687 -6.992 3.445
C 2.811 -7.123 4.522
N 5.180 -5.726 2.025
N 5.250 -4.818 1.164
C 4.287 -3.810 0.906
C 4.843 -2.582 0.595
C 4.095 -1.422 0.453
C 2.694 -1.430 0.570
O 2.013 -0.353 0.454
C 2.075 -2.742 0.791
N 0.721 -2.767 0.811
C 0.091 -3.916 0.892
C 0.780 -5.143 0.882
C 2.146 -5.137 0.867
C 2.854 -3.914 0.901
H 0.145 -6.989 7.301
H 1.497 -8.047 6.845
H 0.348 -7.487 5.607
H 2.770 -3.906 5.546
H 4.308 -3.684 3.617
H 3.954 -7.864 2.856
H 2.402 -8.097 4.757
H 5.925 -2.538 0.531
H 4.572 -0.474 0.234
H -0.996 -3.874 0.914
H 0.220 -6.070 0.861
H 2.694 -6.065 0.791
S -5.905 -3.460 -1.215
P -4.692 -3.138 0.319
S -3.058 -2.020 0.186
C -5.716 -2.518 1.720
C -5.498 -1.249 2.247
C -6.368 -0.725 3.201
C -7.458 -1.466 3.635
C -7.675 -2.740 3.119
C -6.813 -3.258 2.164
C -4.084 -4.744 0.992
C -3.448 -4.765 2.234
C -2.800 -5.907 2.677
C -2.766 -7.046 1.876
C -3.400 -7.033 0.642
C -4.061 -5.887 0.202
H -4.645 -0.678 1.897
H -6.187 0.268 3.599
H -8.146 -1.052 4.365
H -8.526 -3.324 3.453
H -6.994 -4.240 1.739
H -3.445 -3.866 2.842
H -2.301 -5.903 3.638
H -2.238 -7.932 2.212
H -3.375 -7.916 0.011
H -4.556 -5.857 -0.762


2.
Entry from the OMol25 dataset: a molecular structure, C47H54O3P2S5Se2Tl at a distorted geometry (ωB97M-V with the def2-TZVPD basis set).

Results
Net charge = -1
Orbital gap = 6.04 eV
2S+1 = 1
DFT total energy = -9698.04768 hartree
LUMO level = 1.98 eV

CARTESIAN COORDINATES (ANGSTROEM)
Tl -1.646 11.817 18.452
S 0.901 12.898 16.673
P -0.726 13.786 15.916
C -2.177 13.281 16.577
P -3.822 13.344 16.106
S -4.610 11.457 16.136
C -4.053 14.107 14.424
C -4.357 15.449 14.222
C -4.528 15.964 12.945
C -4.485 15.162 11.822
C -4.332 13.808 12.008
C -4.079 13.315 13.254
C -4.818 14.466 17.185
C -4.206 14.988 18.296
C -4.964 15.786 19.208
C -6.337 15.967 19.010
C -6.884 15.460 17.859
C -6.147 14.719 16.980
C -0.497 15.645 15.951
C 0.731 16.224 15.695
C 0.902 17.598 15.637
C -0.196 18.416 15.913
C -1.416 17.829 16.170
C -1.582 16.453 16.206
C -0.772 13.357 14.117
C -0.880 14.347 13.105
C -0.949 13.976 11.766
C -1.007 12.629 11.432
C -0.851 11.659 12.411
C -0.770 12.035 13.754
H -4.494 16.084 15.081
H -4.740 17.014 12.843
H -4.534 15.521 10.821
H -4.465 13.197 11.125
H -3.862 12.223 13.380
H -3.168 14.795 18.476
H -4.500 16.271 20.063
H -6.904 16.461 19.791
H -7.886 15.651 17.563
H -6.614 14.287 16.149
H 1.631 15.591 15.602
H 1.822 18.106 15.353
H -0.053 19.505 15.845
H -2.292 18.442 16.146
H -2.470 15.949 16.578
H -0.834 15.384 13.408
H -0.976 14.698 10.966
H -1.101 12.253 10.399
H -0.779 10.592 12.105
H -0.724 11.252 14.530
C 1.053 9.032 20.786
Se 0.423 7.508 19.727
C 0.648 8.461 18.059
C 0.373 7.604 16.829
Se -1.244 8.084 15.820
C -2.624 7.859 17.261
H 0.530 9.872 20.343
H 2.109 9.144 20.634
H 0.679 8.888 21.805
H 1.679 8.855 18.024
H 0.000 9.356 18.132
H 0.232 6.570 17.145
H 1.177 7.651 16.058
H -2.502 6.910 17.792
H -3.593 7.901 16.782
H -2.485 8.709 17.977
O 2.447 11.587 20.442
S 3.642 12.455 20.619
C 3.966 12.690 22.377
C 2.898 13.298 23.251
C 1.595 12.568 23.329
C 0.909 12.806 24.683
S -0.921 13.141 24.562
O -1.070 14.278 23.584
C -1.427 11.616 23.746
C -1.428 10.441 24.500
C -1.713 9.243 23.841
C -1.995 9.214 22.464
C -2.085 10.407 21.804
C -1.795 11.633 22.419
C 3.091 14.114 20.275
C 3.966 15.207 20.379
C 3.484 16.447 19.971
C 2.184 16.542 19.489
C 1.359 15.458 19.378
C 1.806 14.231 19.811
H 4.922 13.227 22.329
H 4.272 11.724 22.710
H 2.779 14.304 22.976
H 3.385 13.342 24.254
H 1.779 11.483 23.188
H 0.930 12.920 22.516
H 1.247 13.713 25.178
H 1.022 11.951 25.373
H -1.135 10.404 25.512
H -1.740 8.313 24.372
H -2.180 8.272 21.990
H -2.285 10.384 20.730
H -1.883 12.540 21.795
H 4.995 15.153 20.726
H 4.055 17.363 20.064
H 1.823 17.530 19.131
H 0.401 15.530 18.909
H 1.182 13.356 19.607
C -6.366 11.859 19.328
S -4.971 11.213 20.175
C -5.747 10.862 21.759
O -4.089 12.402 20.312
H -6.670 12.740 19.900
H -7.210 11.141 19.229
H -6.003 12.114 18.322
H -6.307 11.754 22.056
H -4.957 10.638 22.460
H -6.413 10.003 21.520


3.
Entry from the OMol25 dataset: a molecular structure, C47H55BBrN13SeSm (ωB97M-V with the def2-TZVPD basis set).

Results
Net charge = -1
Orbital gap (alpha / beta) = 6.57 / 6.53 eV
2S+1 = 6
DFT total energy = -8194.38249 hartree
LUMO level (alpha / beta) = 1.95 / 1.95 eV

CARTESIAN COORDINATES (ANGSTROEM)
Sm -0.246 -0.616 -0.501
C 0.855 0.261 4.137
C 0.558 0.674 2.832
N 0.015 -0.311 2.129
N -0.067 -1.370 2.965
C 0.434 -1.052 4.171
B -0.880 -2.646 2.628
N -0.202 -3.516 1.550
C 0.164 -4.800 1.666
C 0.620 -5.241 0.440
C 0.487 -4.127 -0.395
N -0.004 -3.090 0.280
N -2.272 -2.210 2.159
C -3.458 -2.521 2.709
C -4.444 -1.873 1.994
C -3.738 -1.171 1.006
N -2.433 -1.373 1.109
H 1.292 0.838 4.935
H 0.705 1.641 2.379
H 0.425 -1.776 4.970
H -0.978 -3.309 3.635
H 0.057 -5.309 2.611
H 0.981 -6.221 0.179
H 0.732 -4.023 -1.438
H -3.508 -3.178 3.562
H -5.508 -1.904 2.154
H -4.120 -0.549 0.212
C 3.716 6.345 0.123
C 3.609 5.341 1.277
C 5.017 5.032 1.785
C 2.799 5.969 2.420
C 2.884 4.086 0.796
C 1.643 4.175 0.172
C 0.994 3.018 -0.213
N 1.475 1.791 -0.014
C 2.685 1.694 0.531
C 3.400 2.810 0.959
C 3.271 0.322 0.674
C 4.639 0.145 0.852
C 5.171 -1.131 0.973
C 4.266 -2.184 0.949
C 2.928 -1.927 0.738
N 2.430 -0.699 0.576
C 6.669 -1.408 1.056
C 7.488 -0.122 1.137
C 7.082 -2.181 -0.205
C 6.967 -2.258 2.298
H 4.280 7.223 0.448
H 2.736 6.685 -0.213
H 4.229 5.903 -0.734
H 5.505 5.962 2.083
H 5.629 4.562 1.012
H 5.001 4.374 2.656
H 3.270 6.899 2.748
H 2.740 5.291 3.274
H 1.779 6.195 2.102
H 1.171 5.129 -0.024
H 0.052 3.067 -0.737
H 4.360 2.669 1.430
H 5.293 1.004 0.841
H 4.587 -3.215 1.027
H 2.229 -2.746 0.649
H 7.362 0.495 0.245
H 8.549 -0.374 1.217
H 7.218 0.476 2.012
H 6.903 -1.587 -1.103
H 6.509 -3.103 -0.316
H 8.145 -2.436 -0.158
H 6.657 -1.741 3.209
H 8.040 -2.457 2.363
H 6.450 -3.217 2.264
Br -0.174 1.164 -2.815
Se 3.979 -2.892 -2.842
C 2.437 -2.115 -2.342
N 1.450 -1.636 -1.951
C -6.147 2.882 -0.363
C -5.293 3.793 -1.239
C -4.937 3.122 -2.564
C -4.050 4.278 -0.493
N -3.216 3.179 -0.003
C -2.397 2.362 -0.654
N -1.893 1.511 0.205
N -2.424 1.830 1.415
N -3.205 2.840 1.302
H -7.044 2.565 -0.898
H -6.454 3.379 0.560
H -5.595 1.981 -0.088
H -5.864 4.701 -1.458
H -4.467 2.148 -2.415
H -4.255 3.736 -3.159
H -5.835 2.946 -3.157
H -4.319 4.857 0.388
H -3.434 4.900 -1.142
H -2.171 2.371 -1.713
C -6.996 -1.873 -4.015
C -6.959 -0.970 -2.962
C -5.741 -0.600 -2.406
C -4.531 -1.123 -2.866
C -4.586 -2.018 -3.940
C -5.800 -2.388 -4.503
C -3.255 -0.714 -2.210
C -2.216 -1.484 -1.870
C -2.237 -2.934 -2.163
C -2.999 -3.837 -1.416
C -2.928 -5.204 -1.657
C -2.103 -5.706 -2.658
C -1.337 -4.819 -3.405
C -1.392 -3.455 -3.149
H -7.942 -2.171 -4.451
H -7.881 -0.562 -2.563
H -5.725 0.097 -1.574
H -3.663 -2.429 -4.325
H -5.811 -3.088 -5.331
H -3.235 0.345 -1.949
H -3.641 -3.454 -0.628
H -3.521 -5.883 -1.054
H -2.047 -6.772 -2.843
H -0.676 -5.191 -4.179
H -0.765 -2.769 -3.709


4.
Entry from the OMol25 dataset: a molecular structure, C47H55FN5O8PS2V at a distorted geometry (ωB97M-V with the def2-TZVPD basis set).

Results
Net charge = 0
Orbital gap (alpha / beta) = 6.44 / 6.95 eV
2S+1 = 4
DFT total energy = -4881.26735 hartree
LUMO level (alpha / beta) = -0.11 / -0.19 eV

CARTESIAN COORDINATES (ANGSTROEM)
V 0.436 -0.050 0.224
C -5.971 1.778 -5.530
O -4.644 2.196 -5.328
C -4.392 3.094 -4.333
C -3.056 3.473 -4.183
C -2.682 4.319 -3.169
C -3.632 4.830 -2.271
C -4.974 4.513 -2.479
C -5.347 3.646 -3.487
N -3.283 5.761 -1.302
N -2.222 5.706 -0.660
C -1.406 4.602 -0.594
C -0.045 4.769 -0.848
C 0.812 3.692 -0.999
C 0.346 2.396 -0.766
O 1.010 1.286 -0.893
C -0.981 2.236 -0.292
N -1.275 0.961 0.072
C -2.520 0.718 0.455
C -3.490 1.711 0.554
C -3.190 3.018 0.225
C -1.900 3.307 -0.248
H -5.936 1.062 -6.348
H -6.613 2.618 -5.813
H -6.380 1.285 -4.641
H -2.329 3.080 -4.876
H -1.649 4.623 -3.079
H -5.725 4.924 -1.824
H -6.391 3.410 -3.611
H 0.309 5.771 -1.034
H 1.833 3.849 -1.312
H -2.741 -0.308 0.720
H -4.474 1.449 0.916
H -3.912 3.807 0.364
O 2.845 0.012 0.547
S 3.505 -0.001 1.872
C 3.731 -1.787 2.279
C 4.797 -2.510 1.474
C 4.501 -2.542 -0.031
C 3.769 -3.799 -0.476
S 1.970 -3.501 -0.885
O 1.452 -2.517 0.085
C 2.337 -2.557 -2.402
C 2.902 -3.175 -3.507
C 3.200 -2.417 -4.625
C 2.925 -1.057 -4.642
C 2.319 -0.457 -3.551
C 2.013 -1.216 -2.433
C 5.241 0.389 1.487
C 6.172 0.397 2.513
C 7.490 0.703 2.226
C 7.862 1.018 0.928
C 6.917 1.045 -0.085
C 5.598 0.727 0.195
H 2.734 -2.188 2.087
H 3.941 -1.822 3.346
H 4.888 -3.532 1.858
H 5.760 -2.023 1.639
H 5.437 -2.452 -0.585
H 3.900 -1.668 -0.286
H 3.775 -4.572 0.294
H 4.196 -4.214 -1.384
H 3.107 -4.236 -3.494
H 3.639 -2.888 -5.492
H 3.183 -0.467 -5.507
H 2.074 0.594 -3.558
H 1.528 -0.762 -1.565
H 5.865 0.149 3.517
H 8.224 0.696 3.017
H 8.893 1.244 0.705
H 7.202 1.313 -1.091
H 4.837 0.731 -0.573
C -4.862 -2.243 1.077
C -3.959 -3.073 0.169
C -4.358 -2.805 -1.281
P -2.108 -2.698 0.373
C -1.731 -3.160 2.166
C -2.064 -1.996 3.100
C -2.309 -4.466 2.710
C -1.344 -4.187 -0.514
C -2.137 -5.488 -0.601
C -0.929 -3.729 -1.915
H -5.903 -2.517 0.902
H -4.758 -1.182 0.866
H -4.651 -2.420 2.126
H -4.125 -4.129 0.396
H -4.175 -1.764 -1.542
H -5.420 -3.013 -1.415
H -3.809 -3.434 -1.974
H -0.635 -3.240 2.142
H -3.132 -1.891 3.266
H -1.679 -1.062 2.693
H -1.597 -2.159 4.069
H -3.387 -4.521 2.565
H -2.116 -4.520 3.782
H -1.842 -5.335 2.250
H -0.432 -4.384 0.067
H -2.974 -5.398 -1.287
H -2.518 -5.799 0.366
H -1.484 -6.278 -0.971
H -1.791 -3.647 -2.572
H -0.233 -4.437 -2.361
H -0.456 -2.745 -1.865
F 3.180 4.359 5.867
C 2.038 4.201 5.170
C 1.954 3.238 4.228
N 0.837 3.067 3.477
C 0.781 2.077 2.435
C 0.829 0.591 2.930
O 1.258 0.329 4.041
O 0.418 -0.223 2.055
C -0.293 3.845 3.677
O -1.310 3.695 3.041
N -0.163 4.810 4.642
C 0.936 5.108 5.451
O 0.901 6.020 6.239
H 2.775 2.564 4.037
H 1.611 2.210 1.730
H -0.174 2.230 1.925
H -0.977 5.405 4.760